{
  "formula": "C16H28Cl19FN2O2P",
  "method": "the ωB97M-V functional and the def2-TZVPD basis",
  "total_charge": 1,
  "e_tot_ev": -274040.2558,
  "largest_force_ev_per_a": 5.1,
  "homo_lumo_gap_ha": 0.3217,
  "lumo_ev": -3.76,
  "elements": ["C", "C", "C", "C", "C", "C", "C", "O", "C", "N", "F", "C", "C", "N", "P", "O", "Cl", "H", "H", "H", "H", "H", "H", "H", "H", "H", "H", "H", "H", "H", "H", "H", "H", "H", "H", "H", "H", "H", "H", "C", "Cl", "Cl", "Cl", "H", "C", "Cl", "Cl", "Cl", "H", "C", "Cl", "Cl", "Cl", "H", "C", "Cl", "Cl", "Cl", "H", "C", "Cl", "Cl", "Cl", "H", "C", "Cl", "Cl", "Cl", "H"],
  "xyz": [[-2.568564, 3.095668, -6.507153], [-2.082496, 2.140683, -5.234746], [-1.733699, 3.188805, -3.984717], [-1.335070, 2.297294, -2.626583], [0.316303, 2.285236, -2.385320], [0.643066, 0.993781, -1.415122], [2.264193, 0.698114, -1.225116], [2.845516, 0.849842, -2.600629], [3.021681, 1.879035, -0.323672], [4.521628, 1.652635, -0.606358], [5.165985, 2.640668, 0.113097], [4.850604, 0.381582, 0.135753], [3.980273, -0.935051, -0.257196], [2.592068, -0.707047, -0.785328], [1.280995, -1.326357, 0.314538], [1.735771, -2.902052, 0.974256], [1.029264, -0.072045, 2.009318], [-3.129212, 4.035034, -6.038671], [-3.311670, 2.485318, -7.200100], [-1.638716, 3.517853, -7.122435], [-2.900272, 1.363890, -4.913507], [-1.129110, 1.537433, -5.597123], [-2.646787, 3.912447, -3.742962], [-0.786572, 3.805155, -4.365443], [-1.900961, 2.683650, -1.666559], [-1.653477, 1.183767, -2.814948], [0.787753, 2.227536, -3.453713], [0.656288, 3.325080, -1.926728], [0.193810, 0.047719, -1.980982], [0.085075, 1.205178, -0.392956], [3.038088, 1.818139, -2.784190], [2.816375, 1.788096, 0.824828], [2.682758, 2.966508, -0.657052], [4.835351, 0.482127, 1.316803], [5.987275, 0.129607, -0.130293], [4.590680, -1.522951, -1.097920], [4.012114, -1.661624, 0.689689], [2.497939, -1.316190, -1.654021], [2.282727, -2.638545, 1.796152], [1.303790, 6.271001, 0.140285], [-0.223138, 5.742964, -0.587223], [1.095761, 6.571365, 1.874004], [2.573372, 5.065991, -0.134402], [1.607476, 7.206115, -0.337193], [0.332926, -2.468130, 4.858846], [1.625710, -3.531658, 4.278143], [-1.204493, -3.345046, 4.940344], [0.748122, -1.791829, 6.443009], [0.221627, -1.643069, 4.150654], [4.532465, -1.273628, 6.335011], [4.725804, -1.731748, 4.634321], [5.468497, -2.355005, 7.380836], [5.021545, 0.410892, 6.585075], [3.476104, -1.368329, 6.599175], [-4.471506, -1.854047, -4.941404], [-3.072894, -1.887650, -3.854041], [-5.388168, -0.352658, -4.729649], [-3.954111, -2.034689, -6.626340], [-5.123746, -2.694158, -4.689520], [-4.245208, -4.492400, 7.070722], [-4.051868, -4.950519, 5.370031], [-3.309177, -5.573776, 8.116545], [-3.756127, -2.807879, 7.320786], [-5.301568, -4.587100, 7.334885], [-6.139859, -5.720487, 1.931659], [-4.445814, -5.776131, 2.448105], [-7.167311, -5.099124, 3.234552], [-6.313851, -4.727270, 0.474749], [-6.461330, -6.738016, 1.695145]],
  "atomic_forces_ev_per_a": [[-0.22, -0.07, 0.53], [0.09, 1.16, -0.40], [0.56, -1.15, -0.08], [0.49, 0.20, -0.26], [-0.84, 0.42, -0.15], [-0.13, -0.06, -0.50], [-0.32, 4.68, -1.96], [-0.51, -0.09, 1.89], [-0.21, -0.58, 0.08], [-2.65, -1.75, 0.95], [0.40, 0.57, 0.47], [1.94, -1.06, 0.89], [3.66, -0.97, -0.24], [1.43, -0.09, -0.02], [-3.48, -3.28, 1.20], [1.39, 4.84, 0.42], [1.24, -0.77, -0.99], [1.04, -2.05, -1.21], [1.69, 1.47, 1.32], [-2.09, -1.10, 1.33], [1.47, 1.63, -0.65], [-1.85, 1.23, 1.06], [2.04, -1.64, -0.71], [-2.13, -1.04, 1.07], [1.22, -0.74, -1.92], [0.47, 2.11, 0.37], [-0.72, -0.28, 2.10], [-0.70, -2.27, -0.72], [0.82, 1.98, 1.38], [1.21, -0.73, -2.05], [-0.32, -1.70, 0.65], [0.26, 0.10, -2.04], [0.67, -2.92, 0.34], [-0.27, 0.29, -2.38], [-2.56, 0.42, 0.58], [-1.50, 1.36, 1.80], [-0.45, 1.67, -2.15], [-0.14, 0.85, 1.06], [-0.99, -1.25, -1.14], [-0.28, 0.33, 0.18], [0.20, 0.07, 0.04], [0.09, -0.06, -0.36], [0.02, 0.60, 0.11], [-0.07, -0.35, 0.14], [-0.40, 0.01, -0.01], [0.00, 0.06, -0.02], [0.44, 0.24, -0.10], [-0.04, -0.02, -0.19], [0.06, -0.30, 0.29], [0.00, 0.05, 0.43], [0.02, 0.03, -0.05], [-0.22, 0.17, -0.24], [-0.12, -0.23, -0.08], [0.36, 0.01, -0.15], [-0.16, -0.02, -0.18], [-0.08, -0.03, -0.01], [0.09, -0.22, 0.01], [-0.08, 0.00, 0.28], [0.25, 0.29, -0.07], [0.03, -0.04, 0.12], [-0.18, 0.09, 0.43], [-0.15, 0.14, -0.12], [-0.16, -0.14, 0.04], [0.37, 0.03, -0.11], [-0.14, -0.03, 0.03], [-0.13, -0.14, -0.38], [0.12, -0.12, -0.20], [0.02, -0.15, 0.15], [0.13, 0.36, 0.09]]
}